{
  "formula": "C3H9BNO3",
  "method": "ωB97M-V with the def2-TZVPD basis set",
  "elements": ["N", "C", "B", "O", "C", "C", "O", "O", "H", "H", "H", "H", "H", "H", "H", "H", "H"],
  "xyz": [[2.328, -0.627, 0.778], [1.797, -0.054, -0.488], [0.489, 0.947, -0.357], [-0.087, 0.877, 1.047], [-1.429, 0.465, 0.920], [-1.386, -0.339, -0.360], [-2.682, -0.673, -0.833], [-0.680, 0.460, -1.225], [2.084, 0.003, 1.532], [1.847, -1.493, 0.978], [1.527, -0.895, -1.143], [2.622, 0.467, -0.991], [0.745, 2.120, -0.668], [-2.085, 1.336, 0.756], [-1.731, -0.105, 1.806], [-0.815, -1.269, -0.151], [-2.544, -1.220, -1.599]],
  "total_charge": -1,
  "de_lowest_kj_mol": 10.0,
  "orbital_gap_ha": 0.275
}